The molecule C4H7NO at a distorted geometry, computed with wB97M-V/def2-TZVPD.

Geometry as XYZ:
```
13
Properties=species:S:1:pos:R:3:forces:R:3:mulliken_charge:R:1
C 1.582307 0.434442 -0.279612 0.026 -0.002 -0.045 -1.12
C 0.438290 0.243265 0.717959 -0.027 0.045 0.030 -0.52
C -0.742464 -0.543780 0.136984 0.287 0.020 -0.151 0.38
O -1.846274 -0.455860 1.013310 -0.124 -0.130 0.032 -0.52
C -1.148220 -0.006261 -1.184526 -0.384 0.360 -0.883 0.10
N -1.553877 0.410942 -2.184004 0.445 -0.402 0.892 -0.43
H 2.359415 1.076496 0.145673 -0.124 -0.127 -0.016 0.33
H 2.052942 -0.515895 -0.556742 -0.112 0.109 0.059 0.29
H 1.227558 0.913258 -1.198831 0.064 -0.058 0.145 0.36
H 0.057274 1.213874 1.052642 0.006 -0.115 -0.087 0.30
H 0.791338 -0.287929 1.609515 -0.132 0.063 -0.139 0.31
H -0.439627 -1.592803 -0.007157 -0.049 0.169 -0.067 0.17
H -2.616991 -0.826462 0.560179 0.124 0.069 0.229 0.34
```
Forces are in eV/Å.

Calculated values
relative energy (zero: lowest compared OMol25 entry of this formula, charge and spin) = 108.7 kJ/mol
lowest unoccupied orbital energy = 0.0273 Ha
structure (SMILES) = CC[C@@H](O)C#N
charge = 0
calculated total energy = -7798.518 eV
gap between HOMO and LUMO = 12.1 eV